ORCA calculation (ωB97M-V/def2-TZVPD) on a structure of composition C53H40N5O8P2S2TcTe.

CARTESIAN COORDINATES (ANGSTROEM)
Tc: -0.05536 -1.15382 -1.81466
C: 1.44527 2.03173 -3.59371
C: 2.17222 1.64641 -2.32697
N: 2.50698 0.42867 -2.20529
N: 3.44306 -0.01473 -1.35546
C: 3.34217 -1.22184 -0.94447
S: 1.91318 -2.20643 -0.93142
S: 4.74191 -2.01671 -0.21897
C: 5.53977 -0.61539 0.65633
C: 4.72341 -0.19798 1.84247
C: 3.93075 0.94324 1.78222
C: 3.16362 1.32288 2.87443
C: 3.16935 0.56153 4.03284
C: 3.95637 -0.58125 4.09897
C: 4.73173 -0.95402 3.01325
C: 2.50258 2.72453 -1.35566
C: 3.37926 3.73778 -1.73855
C: 3.67675 4.79374 -0.89476
C: 3.07415 4.85490 0.35140
C: 2.20193 3.85592 0.75166
C: 1.92258 2.78536 -0.08821
O: 1.09857 1.74369 0.31091
H: 1.98818 1.62765 -4.44508
H: 0.45075 1.58260 -3.62112
H: 1.35435 3.11505 -3.68106
H: 6.50573 -1.02080 0.95575
H: 5.66768 0.19237 -0.05994
H: 3.92326 1.53105 0.87288
H: 2.57698 2.23058 2.82130
H: 2.56270 0.85474 4.88182
H: 3.96944 -1.17376 5.00593
H: 5.34806 -1.84477 3.06126
H: 3.84248 3.66869 -2.71539
H: 4.36618 5.56580 -1.21115
H: 3.28721 5.67565 1.02411
H: 1.73569 3.91667 1.72084
O: -2.81873 -3.39931 -3.79561
C: -1.79028 -2.82166 -3.48865
O: -1.75970 -1.77680 -2.71258
C: -0.47963 -3.31615 -4.06500
C: -0.41249 -4.60247 -4.52752
C: 0.71882 -5.05380 -5.21464
C: 1.73003 -4.17032 -5.54533
C: 1.65485 -2.85449 -5.14366
C: 0.60015 -2.39554 -4.27753
O: 0.63196 -1.25367 -3.70773
N: 2.69012 -1.96083 -5.60078
O: 2.44778 -0.77178 -5.67896
O: 3.75479 -2.45140 -5.95703
N: 0.80032 -6.41836 -5.65766
O: 1.79656 -6.77545 -6.27274
O: -0.12865 -7.16909 -5.39871
H: -1.24944 -5.26651 -4.36570
H: 2.56926 -4.50197 -6.13674
Te: -1.22014 -0.04275 3.50423
C: -3.30075 0.44930 3.60801
C: -4.15230 -0.29161 4.41882
C: -5.49280 0.05660 4.48185
N: -6.02238 1.07569 3.81153
C: -5.20243 1.77832 3.03384
C: -3.84967 1.50702 2.89708
C: -1.05106 0.22413 1.42426
P: -0.47564 1.65345 0.71975
C: -0.78366 3.10567 1.76757
C: -0.15212 3.18514 3.00962
C: -0.33930 4.29148 3.82068
C: -1.15512 5.33148 3.39574
C: -1.78647 5.25786 2.16415
C: -1.60638 4.14744 1.35136
C: -1.39345 1.98836 -0.80054
C: -2.74054 1.62655 -0.82946
C: -3.52844 1.97093 -1.91522
C: -2.97933 2.67632 -2.97733
C: -1.64385 3.05095 -2.94439
C: -0.85586 2.72776 -1.85073
P: -0.95400 -1.23925 0.36020
C: -2.68801 -1.83745 0.55026
C: -3.14855 -2.46669 1.70619
C: -4.49736 -2.74700 1.86217
C: -5.40445 -2.42092 0.86485
C: -4.95281 -1.81455 -0.29784
C: -3.60748 -1.51402 -0.44815
C: -0.06358 -2.49713 1.35738
C: -0.35786 -3.83690 1.11532
C: 0.37770 -4.84055 1.72546
C: 1.42772 -4.51695 2.57203
C: 1.75957 -3.18611 2.77771
C: 1.02249 -2.18363 2.16878
H: -3.77720 -1.13474 4.98656
H: -6.18256 -0.51102 5.09897
H: -5.65270 2.61170 2.50292
H: -3.23457 2.11442 2.24799
H: 0.50069 2.38286 3.32352
H: 0.16242 4.34795 4.77836
H: -1.29460 6.20201 4.02413
H: -2.41746 6.07084 1.82830
H: -2.10901 4.08927 0.39436
H: -3.15949 1.06400 -0.00493
H: -4.57334 1.68783 -1.92781
H: -3.59101 2.93159 -3.83313
H: -1.21261 3.59769 -3.77338
H: 0.17300 3.05408 -1.81901
H: -2.45019 -2.75414 2.48086
H: -4.84729 -3.22366 2.77043
H: -6.45543 -2.65428 0.98234
H: -5.64727 -1.58251 -1.09612
H: -3.25367 -1.05407 -1.35885
H: -1.16017 -4.08759 0.43010
H: 0.13797 -5.87768 1.52564
H: 2.00092 -5.30226 3.04905
H: 2.61025 -2.92232 3.39281
H: 1.33695 -1.14906 2.28184

Atoms 1-3, force components in eV/Å:
Tc 0.431 0.629 0.101
C -0.017 -0.308 -0.103
C 0.024 0.019 0.305

Values from the calculation:
Max |F|, eV Å⁻¹: 1.40
Molar mass, g/mol: 1226.6
E_tot, eV: -129177.0503
ΔE to the lowest compared entry with this formula, charge and spin, kJ/mol: 67.90
Net charge: -1
Multiplicity: 2
HOMO level (alpha / beta), eV: -4.965 / -4.915

ORCA calculation (ωB97M-V/def2-TZVPD) on a structure of composition C53H41BiN5O3S2Te.

CARTESIAN COORDINATES (ANGSTROEM)
Bi: -0.44693 0.60581 -0.11410
C: 2.94902 -6.02259 -1.15198
C: 2.46378 -4.66205 -0.71380
C: 2.91249 -4.06114 0.45459
C: 2.49797 -2.79644 0.87296
C: 3.02857 -2.23922 2.15114
O: 3.26717 -1.05633 2.29468
C: 3.27993 -3.18345 3.29336
C: 2.42177 -4.24648 3.56248
C: 2.65864 -5.07297 4.65060
C: 3.76847 -4.85612 5.45854
C: 4.62912 -3.79946 5.19042
C: 4.37777 -2.95826 4.11624
C: 1.56190 -2.06221 0.10735
O: 1.17618 -0.86811 0.47832
C: 1.05892 -2.71291 -1.05278
C: 1.52273 -3.95862 -1.45231
C: 0.01052 -1.98808 -1.79124
N: -1.07343 -1.61985 -1.17253
C: -1.38737 -2.29665 0.10795
C: -2.83093 -2.04550 0.51216
Te: -3.14938 -2.73235 2.50591
C: -1.73068 -1.36966 3.26114
C: -1.80653 -0.01971 2.91488
C: -0.84010 0.87321 3.36068
C: 0.19443 0.42833 4.17597
C: 0.25334 -0.90759 4.54733
C: -0.69937 -1.80979 4.08355
C: 0.22737 -1.59622 -3.19562
C: 1.50931 -1.62158 -3.74532
C: 1.71500 -1.22795 -5.05969
C: 0.64200 -0.81533 -5.83698
C: -0.64291 -0.80149 -5.30098
C: -0.84625 -1.19113 -3.99146
H: 3.59096 -6.46945 -0.39358
H: 3.52106 -5.96348 -2.08037
H: 2.11276 -6.70212 -1.32621
H: 3.63867 -4.58926 1.06436
H: 1.56059 -4.41420 2.92576
H: 1.98261 -5.89026 4.86712
H: 3.96471 -5.51569 6.29416
H: 5.49358 -3.63114 5.82009
H: 5.02932 -2.11887 3.90526
H: 1.11595 -4.39641 -2.36038
H: -0.72657 -1.93589 0.90378
H: -1.20876 -3.36799 0.02327
H: -3.53754 -2.59104 -0.11849
H: -3.10220 -0.98834 0.48554
H: -2.64114 0.34234 2.31918
H: -0.90675 1.92151 3.08771
H: 0.95126 1.12033 4.52412
H: 1.05365 -1.25715 5.18763
H: -0.62511 -2.85695 4.35289
H: 2.35176 -1.91545 -3.13270
H: 2.71578 -1.23467 -5.47237
H: 0.80307 -0.50747 -6.86261
H: -1.48182 -0.49164 -5.91135
H: -1.84407 -1.19798 -3.57613
S: 2.11475 6.05498 1.05947
C: 2.72346 7.64873 1.06274
C: 1.89137 8.50485 0.41293
C: 0.73808 7.85155 -0.09978
C: 0.71070 6.51504 0.17088
C: -0.31782 5.53535 -0.21043
C: -0.05627 4.15550 -0.13081
N: -0.91456 3.21339 -0.46437
C: -2.12061 3.58514 -0.96104
C: -2.49471 4.93136 -1.03990
C: -3.80309 5.28509 -1.51796
C: -4.66392 4.33826 -1.92927
C: -4.28682 2.95038 -1.92425
C: -5.14144 1.95296 -2.41381
C: -4.73612 0.64102 -2.44614
C: -3.45065 0.36547 -1.94879
N: -2.62525 1.27359 -1.46596
C: -3.02602 2.57155 -1.44875
C: -5.56087 -0.46403 -2.96018
C: -5.17286 -1.74957 -3.21785
C: -6.22934 -2.56515 -3.70664
C: -7.40114 -1.88254 -3.80550
S: -7.23196 -0.25915 -3.31097
C: -1.56743 5.90302 -0.64352
H: 3.66242 7.86552 1.54885
H: 2.09538 9.55927 0.29261
H: -0.03378 8.36268 -0.66064
H: 0.90581 3.81432 0.22862
H: -4.07810 6.33273 -1.54430
H: -5.65044 4.60316 -2.28978
H: -6.12158 2.23728 -2.78240
H: -3.07290 -0.64801 -1.93782
H: -4.15761 -2.10688 -3.09146
H: -6.12055 -3.60713 -3.97227
H: -8.35962 -2.24512 -4.14409
H: -1.85075 6.94844 -0.68617
O: 2.79922 1.89963 -2.59770
C: 1.78054 1.50994 -2.16948
N: 0.72738 1.11360 -1.75787
C: 4.72033 2.05907 2.01830
C: 3.43449 1.83927 2.82550
C: 2.25988 1.78921 1.95379
N: 1.33264 1.81264 1.27913
H: 5.55854 2.16616 2.70408
H: 4.65813 2.95528 1.40153
H: 4.90914 1.20383 1.37126
H: 3.27108 2.63527 3.55229
H: 3.46860 0.88625 3.34978

Atoms 1-3, force components in eV/Å:
Bi 0.606 -0.123 0.025
C -0.024 0.098 0.025
C 0.003 -0.079 0.007

Values from the calculation:
Max |F|, eV Å⁻¹: 0.62
Molar mass, g/mol: 1196.7
E_tot, eV: -104019.4431
ΔE to the lowest compared entry with this formula, charge and spin, kJ/mol: 29.18
Net charge: +1
HOMO level, eV: -10.038